Here is C42H44BrCl2N4NiO3Te as an isolated structure from the Open Molecules 2025 dataset. Energies are from ωB97M-V/def2-TZVPD.

Positions of all 98 atoms, in Å:
H (-20.61613, -11.94438, 20.44561)
Br (-15.66618, -8.59447, 16.84792)
H (-21.22880, -13.81656, 14.92082)
H (-17.55686, -14.23943, 11.17710)
C (-12.76821, -11.68538, 11.05994)
H (-17.28211, -15.81395, 16.75248)
H (-15.52622, -8.94923, 8.36796)
Cl (-7.45283, -10.49846, 13.21871)
C (-8.97190, -11.27528, 10.28216)
H (-22.42883, -12.61081, 14.94295)
H (-14.43874, -14.41389, 18.21027)
H (-18.47932, -11.48358, 12.97067)
C (-22.15388, -12.01671, 17.49265)
H (-11.45982, -10.18246, 14.95376)
N (-12.94434, -12.93455, 11.71368)
H (-9.19639, -8.62857, 15.30561)
C (-21.42178, -12.79267, 15.24828)
C (-17.54205, -12.13519, 12.85425)
H (-23.01267, -10.77472, 20.58667)
C (-17.76814, -14.59265, 12.15553)
H (-8.05651, -11.20380, 10.84481)
Cl (-8.62997, -11.65578, 15.71256)
H (-16.77118, -11.67888, 13.49448)
H (-10.16355, -10.91873, 11.95061)
C (-18.14746, -15.92623, 12.40392)
C (-15.51120, -13.09158, 16.70573)
C (-13.13509, -7.32020, 16.95767)
C (-18.36075, -12.51476, 19.31619)
H (-13.60076, -6.59885, 17.56377)
H (-23.31830, -12.56747, 20.42559)
C (-15.40923, -9.89498, 8.92557)
H (-10.08883, -8.27686, 13.78007)
H (-13.36540, -9.40465, 9.67524)
C (-23.25231, -11.62174, 19.83290)
C (-11.41470, -11.53052, 10.28095)
H (-17.41008, -10.35005, 8.62257)
C (-7.54289, -11.97913, 14.30105)
N (-13.45732, -11.49553, 13.38135)
H (-7.89522, -12.75831, 13.60423)
C (-11.32346, -11.86646, 8.90091)
H (-9.61229, -6.98628, 14.92960)
C (-14.06238, -11.37412, 10.22175)
C (-18.15243, -15.45481, 14.81511)
C (-18.47700, -16.92124, 11.39313)
H (-17.12514, -11.95686, 11.86489)
C (-16.43954, -10.79211, 8.95169)
H (-20.80708, -12.16885, 14.54413)
H (-13.68066, -14.19457, 16.57376)
O (-14.05700, -13.81929, 13.59757)
N (-13.25624, -9.40874, 15.81601)
H (-19.07093, -16.44049, 10.52495)
C (-8.92558, -11.47591, 8.89846)
C (-20.80724, -12.09075, 19.37529)
C (-18.23200, -15.87299, 16.24105)
H (-10.01629, -12.27469, 7.22226)
C (-11.86212, -7.09568, 16.39227)
H (-24.21097, -11.45411, 19.30891)
C (-12.93749, -10.76266, 12.30921)
H (-6.62427, -12.23982, 14.80565)
C (-14.29611, -13.69389, 17.34702)
H (-18.95184, -15.31104, 16.83847)
H (-18.60787, -16.93760, 16.19150)
O (-12.58654, -9.55948, 12.39881)
C (-10.09547, -11.83750, 8.23684)
C (-13.56053, -12.86638, 12.97502)
N (-15.55716, -12.03753, 15.93068)
C (-19.86398, -12.73027, 17.24074)
H (-18.40090, -17.43350, 14.00144)
C (-14.17186, -10.15795, 9.61420)
C (-9.97919, -7.97964, 14.84337)
H (-11.31613, -6.17639, 16.60985)
Ni (-14.17671, -10.95003, 15.18925)
C (-17.86754, -14.09736, 14.50572)
C (-10.19555, -11.23427, 10.93498)
C (-18.29346, -16.35663, 13.75401)
H (-8.00152, -11.46455, 8.38589)
H (-13.74090, -12.80599, 17.67550)
H (-17.19806, -12.76344, 9.52323)
C (-16.35310, -12.07126, 9.51814)
H (-12.67119, -13.83595, 11.35533)
H (-19.01644, -17.88316, 11.68184)
C (-13.81449, -8.45722, 16.50975)
C (-11.94296, -9.27048, 15.41737)
H (-17.90427, -13.51130, 19.26692)
H (-17.66929, -11.69653, 19.03593)
C (-19.67272, -12.43423, 18.62607)
C (-21.11734, -12.51065, 16.67419)
H (-12.19678, -12.20726, 8.34833)
Te (-18.00700, -12.49892, 15.97213)
C (-11.28188, -8.08306, 15.56125)
C (-22.09838, -11.84775, 18.84314)
C (-17.65299, -13.66827, 13.19258)
H (-18.62078, -12.41894, 20.37924)
C (-15.15629, -12.31294, 10.16061)
H (-15.12204, -13.25516, 10.79462)
O (-16.65049, -13.73923, 17.04002)
H (-17.53902, -17.20678, 10.90204)
H (-23.08000, -11.87359, 16.95401)

Atomic forces in eV per Å
-0.3359 -0.0315 -0.2607
0.0126 -0.1077 0.1020
0.2591 -0.1275 0.3907
-0.1393 0.0639 -0.9291
-0.5898 0.8698 -0.1459
0.1775 -0.1321 -0.0464
-0.0286 -0.4958 0.6025
0.3610 -0.8574 1.1429
-0.3596 0.0512 -1.0188
-0.8937 0.3078 0.2464
-0.2896 1.0094 -1.1202
1.0744 -1.3785 -0.0880
-1.0178 -0.5213 -1.4300
-0.8248 1.3388 0.3553
0.0108 -1.6079 1.2504
-0.6461 0.2817 -0.3447
1.1509 0.2943 -1.6893
0.2177 -0.0489 0.5022
-0.4953 -1.2898 -1.3858
-0.2281 -0.9754 0.9131
0.0324 0.4091 -0.0185
0.1094 -0.3048 -0.8842
-0.2977 -0.1172 0.0994
-0.3292 -0.0964 0.8484
-0.3489 0.4685 2.6981
-1.6099 -0.1803 -0.0293
1.5503 -0.6522 -1.8735
0.0507 -0.1645 1.2386
-0.5397 0.6557 0.6471
-0.1949 0.7811 -0.3651
1.9878 0.7816 0.4813
0.0523 0.2716 0.6292
-0.5505 -0.5442 -0.1216
0.7147 0.3612 0.3802
0.1132 -0.3057 -0.4375
0.7071 -0.9387 -0.1796
-0.7849 0.6983 -0.3357
-0.0085 -0.6833 -1.1290
-0.1228 0.2591 0.8754
-0.0452 0.0090 0.9527
0.4130 0.9565 -0.2512
-0.1055 -1.2926 0.2284
0.6516 1.3554 -0.5960
-0.7169 -0.7991 -3.3261
-0.3599 -0.3156 -0.1596
-2.0078 0.6193 -0.5713
-0.2704 -0.3894 0.6838
-0.3612 0.2420 0.2832
1.2652 2.0539 -1.2281
2.5179 -0.2263 -0.2575
0.6740 -0.7633 1.3564
-1.0877 -0.5921 0.9955
0.3690 0.3552 0.3296
-1.1442 -2.1638 -0.2181
-0.2179 0.7572 0.5255
-0.5754 -0.7445 0.1101
0.4719 0.0699 0.3959
1.0447 1.7966 1.9818
0.4555 0.2817 -0.5798
0.9678 -0.0203 0.2577
-0.0184 0.1443 -0.1579
0.4711 0.9069 0.5508
-0.9021 -2.5304 -0.5752
0.0566 -0.4876 -0.3258
0.1710 -0.1057 0.2619
2.0512 -1.2585 0.7770
0.9064 0.5827 -0.0312
-0.2870 0.8079 -0.3750
-1.3031 0.7760 -1.3350
0.6759 -0.8016 0.0884
-0.1781 -0.2211 -0.0813
-2.2720 -1.5163 -0.9926
-0.4530 -0.1200 0.3334
-0.6771 -0.1800 -0.5989
0.6099 0.6046 0.0153
0.8426 -0.0783 -0.4605
0.3271 -0.3900 0.2173
0.4015 0.2569 0.0605
0.7703 1.2972 0.0128
-0.2498 0.1718 -0.2270
0.7288 1.5508 0.0883
-0.3060 1.2317 0.8106
-1.2548 -1.1646 -0.0155
0.1736 0.4330 -0.5447
-0.1828 -0.6371 0.0423
-1.4929 -0.2961 -1.2424
0.0711 0.0644 0.8887
0.0210 0.1518 0.2198
-2.7027 1.0265 -0.3539
0.0724 0.0653 0.4563
1.5323 -0.4488 1.4837
-1.0214 1.4499 0.0447
0.4535 0.3149 -0.0485
0.8498 -1.3150 1.4106
0.3574 1.1849 -1.0368
2.3367 0.2066 0.0907
-0.0870 -0.3395 -0.0795
-0.3767 0.1315 0.1453

Calculated values
2S+1: 4
LUMO level (alpha / beta): -0.3 / -1.0 eV
expectation value of S²: 3.7653
HOMO energy (alpha / beta): -5.2 / -7.7 eV
HOMO-LUMO gap (alpha / beta): 4.86 / 6.71 eV
energy above the lowest of the compared OMol25 structures with the same formula, charge and spin: 191.5 kJ/mol

Results of the Mulliken charge analysis, in e, for atoms 1 through 5: atom 1 (H): 0.229, atom 2 (Br): -0.126, atom 3 (H): 0.264, atom 4 (H): 0.474, atom 5 (C): 2.715

Here is C42H45N3O3PRuS3SeSi as an isolated structure from the Open Molecules 2025 dataset. Energies are from ωB97M-V/def2-TZVPD.

Positions of all 100 atoms, in Å:
C (0.81283, 2.00060, -0.95217)
C (1.72469, -0.81985, 1.93427)
H (1.89564, -1.71357, 5.16025)
C (-4.92703, 0.29439, 1.26801)
H (-0.52409, -4.82742, -1.45367)
C (-2.69879, 3.69404, -3.82172)
Ru (-1.01364, -0.70581, -0.42698)
C (1.84489, 3.01444, -3.00764)
H (-3.40140, 3.43244, -4.60412)
C (-2.58201, 1.59688, 3.41044)
H (2.26558, -0.47609, -0.88783)
H (-1.38367, 2.05584, -4.26521)
C (3.83946, -4.64175, -0.63552)
H (0.41879, -6.31852, -1.73127)
H (1.64258, 0.25396, 2.11220)
C (-6.15772, 2.20087, -0.31114)
C (1.37409, -1.33109, 4.27655)
H (-0.56131, -3.98065, 3.75949)
H (-6.90760, -0.29366, 1.84537)
H (-3.85280, 5.36479, -3.11666)
H (3.07407, -3.05160, 1.99319)
N (0.10320, -2.04675, 4.16459)
H (5.40004, -6.12977, -0.79361)
C (0.53973, -3.27829, 1.49075)
H (2.38322, 1.33095, -4.19278)
H (1.00148, 2.93548, 3.84127)
N (2.26447, -1.49171, 3.12853)
C (3.92630, -3.26333, -0.76554)
Se (0.17465, -2.13074, -2.30630)
C (-4.77319, 2.09800, -0.28742)
C (-2.12784, 1.95773, 4.67503)
H (2.41766, -0.95038, 1.09954)
H (-0.95549, -0.42659, 3.37549)
S (-2.54871, -0.16539, -2.22603)
H (-0.36563, -3.87779, 1.35667)
H (0.20120, 2.28968, 1.62104)
C (2.46322, -2.91971, 2.88949)
H (3.62818, 5.89494, -2.81474)
O (0.38167, 1.14149, -3.20245)
P (0.07902, -1.48868, 1.43372)
H (-0.47287, 2.70376, 5.82702)
C (2.66973, 2.32854, -3.89290)
C (0.38488, -3.45088, 3.89499)
S (-5.08539, -1.82737, -2.13766)
O (1.21964, 2.91123, -0.23270)
H (-0.27108, 4.47848, -0.94330)
H (-2.26615, 5.87722, -1.28010)
H (-4.46370, -0.48299, 1.86558)
H (4.63174, -6.05507, 0.78968)
C (4.18259, 4.19834, -4.00900)
C (2.88082, -2.50019, -1.28522)
C (-1.56008, 2.92095, -3.64262)
C (-0.00607, 2.54835, 3.73068)
H (-1.67774, -1.99145, 3.03626)
C (3.05124, -1.01456, -1.41948)
O (0.57371, 0.80805, -0.57528)
H (1.19420, -3.49119, 0.64760)
C (-3.60389, -1.36246, -1.58571)
H (4.45640, 2.35621, -5.07491)
H (1.16553, -0.26892, 4.42030)
H (4.83504, -2.75665, -0.45083)
H (2.57277, -6.33737, -0.96788)
C (4.97123, -5.44841, -0.05357)
C (0.58381, 2.31612, -2.46700)
H (1.59419, 4.85191, -1.93203)
H (3.00168, -3.33051, 3.75017)
C (-6.93243, 1.35018, 0.46468)
H (-1.87915, 2.33882, -0.24539)
H (0.13644, -5.13545, -3.03101)
N (1.22586, -3.68209, 2.72846)
C (-4.12534, 1.14679, 0.50513)
C (3.82890, 2.91337, -4.38866)
C (-0.65329, 3.21443, -2.62856)
C (0.34123, -5.25439, -1.96491)
C (-0.72642, -1.45382, 3.10296)
C (-0.46217, 2.17644, 2.47312)
H (5.77112, -4.79752, 0.30278)
H (4.02495, -0.69573, -1.04116)
C (1.68614, -3.12890, -1.66952)
Si (-2.23008, 1.10783, 0.51713)
C (-2.95450, 4.77215, -2.98749)
C (1.60004, -4.53181, -1.57295)
C (2.20908, 4.30532, -2.63036)
H (-6.63233, 2.93791, -0.94931)
H (5.08668, 4.65658, -4.39340)
C (-2.06287, 5.06161, -1.96438)
C (-6.31198, 0.39306, 1.25467)
C (-0.92465, 4.28894, -1.78341)
H (0.89691, -3.86656, 4.76943)
S (-2.83357, -1.99282, -0.13913)
H (-4.17784, 2.75822, -0.90948)
H (-8.01420, 1.41890, 0.43851)
H (-3.59929, 1.23713, 3.30340)
C (2.66956, -5.25858, -1.06227)
H (0.45553, 0.36902, -2.61231)
C (-1.75645, 1.67004, 2.28670)
H (-2.78777, 1.86938, 5.53135)
H (2.96273, -0.71341, -2.46594)
C (3.36347, 4.89088, -3.12628)
C (-0.83229, 2.42551, 4.84243)

Atomic forces in eV per Å
-0.2182 0.0429 0.0790
0.0437 0.0089 -0.0124
-0.0008 0.0000 0.0014
-0.0080 -0.0078 -0.0225
0.0052 -0.0155 0.0266
-0.0127 0.0109 -0.0098
0.0468 -0.3145 -0.0526
-0.0374 -0.0110 -0.0283
0.0017 -0.0049 0.0093
-0.0073 -0.0538 0.0119
0.0641 0.0133 -0.1142
-0.0009 0.0063 0.0015
0.0128 0.0054 -0.0005
-0.0030 0.0029 -0.0076
-0.0311 0.0017 0.0108
0.0065 0.0065 -0.0035
0.0058 -0.0049 -0.0089
-0.0007 -0.0037 0.0012
0.0000 -0.0021 -0.0006
-0.0006 -0.0002 0.0019
-0.0131 0.0078 0.0136
-0.0036 0.0178 -0.0046
-0.0015 -0.0003 0.0001
0.0203 -0.0800 -0.0519
0.0070 -0.0181 -0.0029
-0.0026 -0.0062 0.0018
-0.0081 0.0181 0.0259
-0.0030 -0.0183 -0.0097
0.0713 0.0235 0.0039
-0.0023 -0.0018 0.0051
-0.0007 0.0019 -0.0064
-0.0328 -0.0124 0.1123
-0.0210 0.0644 0.0049
0.0098 -0.0313 -0.1067
-0.0136 0.0033 0.0050
0.0003 -0.0217 -0.0125
0.0068 -0.0073 0.0008
-0.0017 -0.0011 0.0011
0.0559 -0.0007 -0.0432
-0.1069 0.0505 -0.0496
-0.0017 -0.0040 0.0007
-0.0142 0.0183 -0.0156
-0.0083 -0.0057 -0.0068
-0.0144 -0.0569 -0.0567
0.1148 -0.0280 -0.0201
0.0080 0.0129 -0.0015
-0.0016 -0.0020 0.0028
0.0025 -0.0043 -0.0079
0.0008 0.0043 -0.0003
0.0069 -0.0040 -0.0048
0.0280 0.0000 -0.0402
0.0239 0.0218 0.0076
-0.0016 -0.0187 0.0176
0.0011 -0.0047 -0.0003
-0.0126 -0.0231 0.0135
0.0272 0.1712 -0.0446
-0.0243 -0.0131 -0.0072
-0.0116 0.1442 0.1458
-0.0021 -0.0002 -0.0003
0.0011 0.0072 -0.0013
0.0002 0.0041 -0.0005
-0.0025 0.0028 -0.0057
-0.0023 0.0005 0.0046
0.1210 0.0440 -0.0317
-0.0003 -0.0033 -0.0023
-0.0054 -0.0079 0.0043
-0.0011 -0.0086 0.0024
-0.0334 -0.0742 -0.0002
0.0047 0.0016 0.0020
0.0039 0.0242 -0.0032
-0.0194 -0.0283 0.0081
0.0096 0.0059 0.0072
-0.0202 -0.0226 0.0018
-0.0009 0.0156 -0.0106
0.0501 -0.0072 -0.0050
0.0053 -0.0178 0.0498
-0.0021 0.0005 -0.0001
0.0138 -0.0030 -0.0031
0.0494 -0.0320 -0.0141
0.0123 0.2955 0.2152
0.0060 -0.0165 -0.0135
-0.0245 0.0259 -0.0005
-0.0157 0.0237 0.0059
-0.0004 0.0033 -0.0009
-0.0013 0.0000 -0.0011
0.0237 0.0084 0.0139
-0.0027 0.0061 0.0020
0.0080 0.0103 -0.0326
0.0039 0.0013 0.0014
-0.0791 -0.1669 0.0350
-0.0042 0.0013 -0.0103
-0.0002 -0.0006 -0.0010
0.0037 0.0115 0.0044
-0.0094 0.0160 0.0286
-0.0500 -0.0613 0.0464
0.0214 0.0401 -0.0338
-0.0029 0.0037 -0.0012
-0.0146 0.0132 -0.0249
0.0014 -0.0074 0.0090
0.0061 0.0146 0.0042

Calculated values
2S+1: 2
charge: -2
LUMO level (alpha / beta): 4.2 / 4.2 eV
expectation value of S²: 0.7597
HOMO energy (alpha / beta): -1.9 / -1.9 eV
HOMO-LUMO gap (alpha / beta): 6.10 / 6.12 eV
energy above the lowest of the compared OMol25 structures with the same formula, charge and spin: 0.0 kJ/mol

Results of the Mulliken charge analysis, in e, for atoms 1 through 5: atom 1 (C): -1.708, atom 2 (C): -1.279, atom 3 (H): 0.289, atom 4 (C): -0.123, atom 5 (H): 0.269

Values of max |F|, in order: 3.5; 0.4, all in eV Å⁻¹.